--- one ---
This record from the OMol25 dataset describes a 2-piece molecular cluster, C4H8N4OS overall. The level of theory is ωB97M-V/def2-TZVPD.

XYZ file:
```
18
Properties=species:S:1:pos:R:3:lowdin_charge:R:1
C -1.80970 0.62065 0.64074 -0.17
N -2.91778 1.22610 0.07505 0.07
C -3.21820 0.42120 -0.87294 -0.27
N -2.47846 -0.66680 -0.91655 0.03
N -1.49910 -0.51258 -0.00684 -0.01
H -1.06740 1.13085 1.35414 0.14
H -4.08158 0.63643 -1.56958 0.14
H -2.56616 -1.46386 -1.62774 0.20
C 2.66507 0.38748 0.33335 -0.09
O 1.71273 0.03820 -0.65098 -0.17
N 1.29122 -1.33448 -0.40954 -0.06
C 0.38751 -1.72796 0.52325 -0.83
S -0.15247 -3.24481 0.56397 0.58
H 3.63116 -0.02787 0.07923 0.08
H 2.27084 0.02565 1.25491 0.06
H 2.69118 1.51007 0.33465 0.11
H 1.33944 -1.78450 -1.31683 0.13
H 0.35648 -1.05808 1.35619 0.05
```

SMILES = c1nc[nH]n1.CONC=S
LUMO level = 0.624 eV
Spin multiplicity = 1
E_HOMO = -8.25 eV

=====

--- two ---
This record from the OMol25 dataset describes a 2-piece molecular cluster, C4H8N4OS overall. The level of theory is ωB97M-V/def2-TZVPD.

XYZ file:
```
18
Properties=species:S:1:pos:R:3:lowdin_charge:R:1
C 1.95157 -1.56601 0.64762 -0.08
C 1.16867 -0.82237 -0.21981 -0.31
C 0.38806 -0.04249 0.64801 -0.11
C 1.09529 -0.71719 -1.71248 -0.06
N 0.69876 -0.16730 1.92649 0.03
N -1.96889 1.23532 -1.54605 -0.19
N 1.61353 -1.21921 1.91737 -0.03
N -2.79448 1.32644 0.85998 -0.12
O -1.18245 3.03923 0.31988 -0.36
S -1.55663 1.75154 -0.13376 0.72
H 2.40978 -2.42389 0.34702 0.09
H 0.45318 0.09728 -2.00293 0.04
H 2.10099 -0.77448 -2.09801 0.07
H 0.74851 -1.76387 -2.09307 0.11
H -1.31733 1.38527 -2.19688 -0.07
H 2.13918 -1.56617 2.68711 0.13
H -3.02868 1.91674 1.60207 0.04
H -2.91906 0.31116 1.04744 0.09
```

LUMO level (alpha / beta) = -0.795 / -0.624 eV
Spin multiplicity = 1
E_HOMO (alpha / beta) = -8.92 / -8.54 eV

=====

So which one is most stable? That would be one, about 49.0 kcal/mol below the next structure.

=====

--- one ---
This record from the OMol25 dataset describes one molecule with the formula CH3N2OP. The level of theory is ωB97M-V/def2-TZVPD.

XYZ file:
```
8
Properties=species:S:1:pos:R:3:lowdin_charge:R:1
O -3.56034 0.99553 0.09595 -0.52
P -3.21484 -0.38630 -0.10678 0.67
N -1.59710 -0.55046 0.32275 -0.33
C -0.08465 0.37860 0.15769 -0.01
N -0.25964 -1.03834 0.20570 -0.13
H 0.05760 0.82548 1.18459 0.11
H -0.21140 0.89434 -0.92467 0.14
H -0.10557 -1.50568 -0.63725 0.07
```

SMILES = O=PN1CN1
LUMO level = -0.007 eV
Spin multiplicity = 1
E_HOMO = -9.18 eV

=====

--- two ---
This record from the OMol25 dataset describes one molecule with the formula CH3N2OP. The level of theory is ωB97M-V/def2-TZVPD.

XYZ file:
```
8
Properties=species:S:1:pos:R:3:lowdin_charge:R:1
C 0.63475 0.25967 0.83207 -0.03
N 0.95030 0.28712 -0.38451 -0.16
N 0.28216 0.62342 -1.37319 -0.20
O -1.61550 -0.91891 -0.35650 -0.43
P -1.26592 0.00247 -1.38520 0.67
H 1.33399 -0.15522 1.50612 0.06
H -0.38249 0.60818 1.07643 0.08
H -1.17336 -0.52315 -2.75232 0.01
```

LUMO level = -1.349 eV
Spin multiplicity = 1
E_HOMO = -9.25 eV

=====

So which one is most stable? That would be two, about 12.3 kcal/mol below the next structure.

=====

--- one ---
This record from the OMol25 dataset describes an isolated ion of composition C6H17N2 and charge +1. The level of theory is ωB97M-V/def2-TZVPD.

XYZ file:
```
25
Properties=species:S:1:pos:R:3:lowdin_charge:R:1
C -0.38008 1.12160 -3.41278 -0.07
C -0.84501 0.00550 -2.48224 -0.25
N -0.82620 0.45044 -1.06170 -0.12
C -1.33476 -0.51644 -0.10668 -0.19
C -0.16113 -1.23069 0.62010 -0.09
N 0.88821 -0.18915 0.82375 0.01
C 0.86439 0.51091 2.17419 -0.18
C 1.48149 -0.32959 3.24879 -0.06
H -1.23763 1.61105 -3.87557 0.08
H 0.32572 0.74661 -4.14759 0.08
H 0.12548 1.91149 -2.85092 0.07
H -1.84215 -0.39323 -2.70105 0.12
H -0.17474 -0.85712 -2.52911 0.11
H -1.30489 1.34052 -0.98243 0.13
H -1.89943 -1.28912 -0.62653 0.12
H -1.99798 -0.04224 0.60448 0.12
H 0.26994 -1.97152 -0.04438 0.13
H -0.51641 -1.56443 1.58751 0.13
H 0.66923 0.49189 0.05616 0.14
H 1.83419 -0.52526 0.65376 0.17
H 1.36223 1.46200 2.01656 0.13
H -0.17881 0.77897 2.33438 0.13
H 2.39141 -0.83454 2.92997 0.09
H 0.75241 -1.01320 3.69121 0.09
H 1.73451 0.32553 4.08009 0.09
```

SMILES = CCNCC[NH2+]CC
Total charge = +1
LUMO level = -2.734 eV
Spin multiplicity = 1
E_HOMO = -13.50 eV

=====

--- two ---
This record from the OMol25 dataset describes a 2-piece molecular cluster, C6H17N2 overall. The level of theory is ωB97M-V/def2-TZVPD.

XYZ file:
```
25
Properties=species:S:1:pos:R:3:lowdin_charge:R:1
C -0.22152 -1.01305 -1.37248 -0.16
N 0.19118 -0.31238 -0.31434 0.19
C -0.69117 0.37408 0.44509 -0.16
C -0.67266 0.02445 1.97834 -0.35
C 0.34053 0.84253 2.79997 -0.05
C -2.07181 0.26321 2.51093 -0.07
C 0.15160 -0.24665 -2.73799 -0.17
N 1.56887 0.06290 -2.83254 0.03
H -1.29840 -1.21657 -1.42841 0.14
H 0.36122 -1.93796 -1.48342 0.17
H 2.03936 -0.06165 -1.94541 0.07
H -0.31268 1.39594 0.39851 0.18
H -1.71622 0.43425 0.06042 0.14
H -0.43151 -1.02850 2.10369 0.14
H 0.06561 1.88508 2.67537 0.09
H 1.35697 0.64944 2.46720 0.09
H 0.21623 0.62815 3.85599 0.09
H -2.38182 1.31455 2.50048 0.10
H -2.84979 -0.25340 1.94912 0.09
H -2.18956 -0.00256 3.55832 0.10
H -0.17356 -0.86246 -3.57592 0.13
H -0.52051 0.60766 -2.78685 0.12
H 6.03930 -0.28907 -1.74288 0.00
H 1.67431 1.04779 -3.05281 0.09
H 5.74749 -0.97107 -1.63108 0.00
```

Total charge = +1
LUMO level = -7.647 eV
Spin multiplicity = 1
E_HOMO = -13.87 eV

=====

--- three ---
This record from the OMol25 dataset describes a 2-piece molecular cluster, C6H17N2 overall. The level of theory is ωB97M-V/def2-TZVPD.

XYZ file:
```
25
Properties=species:S:1:pos:R:3:lowdin_charge:R:1
N 2.60789 1.14666 -1.75949 0.07
C 1.39187 0.32052 -1.65498 -0.43
C 1.52181 -0.85034 -2.68582 0.01
C 1.23040 -0.41501 -0.42222 0.28
N -2.38121 0.00765 1.81029 -0.13
C -1.01372 -0.07705 1.38162 -0.35
C -0.17291 1.16185 1.68831 -0.05
C -3.14329 -1.19187 1.52415 -0.13
H 2.43193 2.04264 -1.29044 0.10
H -2.43619 0.26926 2.78588 0.12
H 3.28078 0.78698 -1.07378 0.09
H 0.56681 0.96971 -1.92882 0.18
H 0.68686 -1.54105 -2.74794 0.10
H 1.73217 -0.40456 -3.65840 0.12
H 2.39938 -1.43842 -2.40964 0.10
H 0.51109 -1.21984 -0.53155 0.11
H 2.04401 -0.63750 0.26415 0.14
H -1.02596 -0.28539 0.30491 0.09
H -0.51753 -0.93979 1.86015 0.12
H 0.66922 1.22348 0.96221 0.05
H -0.79083 2.05054 1.53898 0.10
H 0.25334 1.18020 2.68297 0.09
H -3.44090 -1.21390 0.47173 0.08
H -4.04783 -1.19506 2.12883 0.09
H -2.59677 -2.11040 1.78042 0.08
```

Total charge = +1
LUMO level = -7.390 eV
Spin multiplicity = 1
E_HOMO = -12.05 eV

=====

--- four ---
This record from the OMol25 dataset describes an isolated ion of composition C6H17N2 and charge +1. The level of theory is ωB97M-V/def2-TZVPD.

XYZ file:
```
25
Properties=species:S:1:pos:R:3:lowdin_charge:R:1
C 2.28553 -2.13872 0.87799 -0.11
C 2.50201 -0.82932 0.03225 -0.32
N 1.69230 0.21842 0.57463 -0.11
C 1.22958 1.05066 -0.57766 -0.16
C -0.32444 0.68696 -0.94792 -0.10
N -1.01639 -0.04879 0.15504 0.00
C -2.31302 0.64486 0.53273 -0.23
C -3.32004 0.83531 -0.50787 -0.11
H 2.36946 -3.11833 0.40048 0.05
H 1.25040 -1.93575 1.36522 0.07
H 3.02688 -2.43148 1.75479 0.11
H 3.63856 -0.59930 -0.01515 0.13
H 2.31835 -1.08381 -1.17286 0.17
H 2.21623 0.72630 1.25749 0.12
H 1.87474 1.06093 -1.39757 0.09
H 1.12445 2.09554 -0.25706 0.11
H -0.21410 -0.15316 -1.72308 0.15
H -0.78010 1.73564 -1.12878 0.15
H -0.37230 -0.02784 0.99647 0.16
H -1.25568 -1.05395 -0.22115 0.23
H -2.68643 -0.00366 1.38569 0.15
H -2.06100 1.64331 0.99464 0.15
H -3.46962 0.07138 -1.31414 0.11
H -3.35037 1.84570 -0.93690 0.09
H -4.36499 0.80911 -0.12729 0.10
```

SMILES = CCNCC[NH2+]CC
Total charge = +1
LUMO level = -3.078 eV
Spin multiplicity = 1
E_HOMO = -13.44 eV

=====

So which one is most stable? That would be one, about 55.0 kcal/mol below the next structure.

=====

--- one ---
This record from the OMol25 dataset describes C20H26N2O2SiY as an isolated structure. The level of theory is ωB97M-V/def2-TZVPD.

XYZ file:
```
52
Properties=species:S:1:pos:R:3:lowdin_charge:R:1
C 0.97207 1.62100 -0.24932 -0.17
C -0.17874 1.64613 -1.08873 -0.20
C -1.32899 1.34589 -0.29959 -0.19
H -0.19888 1.90806 -2.14559 0.11
C -0.89747 1.18331 1.05292 -0.21
C 0.53192 1.34673 1.08179 -0.19
H 1.15342 1.36747 1.97922 0.12
H 2.00385 1.78780 -0.56957 0.13
H -2.35914 1.33619 -0.65650 0.11
H -1.54128 1.11731 1.93337 0.12
Y 0.06978 -0.68237 -0.21462 1.35
C -1.10358 -2.84657 -3.62461 -0.20
H -1.75618 -3.10070 -2.78513 0.00
H -0.36643 -3.64491 -3.75334 0.01
H -1.72764 -2.77520 -4.52435 0.04
Si -0.23407 -1.13982 -3.32644 0.48
C 1.45418 -1.11341 -4.16232 -0.29
C 2.12422 0.12857 -4.15140 -0.14
H 1.55528 1.05820 -4.05331 0.10
C 3.51721 0.18717 -4.21229 -0.08
H 4.01725 1.14887 -4.08092 0.11
C 4.24235 -0.98401 -4.44631 -0.09
H 5.33274 -0.94830 -4.46247 0.11
C 3.55896 -2.18452 -4.65940 -0.09
H 4.11986 -3.08741 -4.91294 0.11
C 2.16360 -2.25727 -4.54173 -0.09
H 1.62348 -3.18667 -4.74378 0.10
C -1.32378 0.12782 -4.11880 -0.29
C -0.83328 0.88889 -5.18326 -0.09
H 0.10699 0.62384 -5.67914 0.10
C -1.53362 2.02971 -5.59119 -0.07
H -1.11071 2.67956 -6.35592 0.11
C -2.75974 2.34768 -4.99953 -0.08
H -3.29974 3.24544 -5.29815 0.11
C -3.29398 1.52230 -3.99988 -0.08
H -4.26607 1.74235 -3.55985 0.10
C -2.56831 0.41720 -3.54276 -0.12
H -2.95572 -0.20627 -2.72822 0.10
H -0.86808 -1.50829 -1.85529 -0.07
H 0.47045 -0.17741 -2.30392 -0.03
C 2.03906 -2.18395 3.94360 0.02
O 0.62047 -2.49933 3.73486 0.03
C 0.17407 -2.11023 2.55944 -0.52
O 0.90790 -1.58948 1.66940 -0.08
N -1.13904 -2.30401 2.36149 0.07
N -1.68195 -1.89759 1.09702 0.02
H 2.18989 -1.10025 3.86107 0.11
H 2.64661 -2.71011 3.19812 0.11
H 2.25827 -2.53615 4.95304 0.11
H -1.67614 -2.79374 3.06866 0.18
H -2.06433 -2.72667 0.63060 0.13
H -2.49769 -1.30106 1.27339 0.13
```

Total charge = +1
LUMO level = -3.185 eV
Spin multiplicity = 1
E_HOMO = -10.59 eV

=====

--- two ---
This record from the OMol25 dataset describes C20H26N2O2SiY as an isolated structure. The level of theory is ωB97M-V/def2-TZVPD.

XYZ file:
```
52
Properties=species:S:1:pos:R:3:lowdin_charge:R:1
C -0.77479 -1.18951 -2.93817 -0.17
C 0.31975 -1.61242 -2.15151 -0.20
C -0.10175 -2.70998 -1.36644 -0.19
H 1.30621 -1.18292 -2.13773 0.12
C -1.45908 -2.96633 -1.67236 -0.19
C -1.87816 -2.02871 -2.64221 -0.18
H -2.86000 -1.96407 -3.08105 0.12
H -0.77358 -0.37001 -3.63771 0.13
H 0.50635 -3.23115 -0.64733 0.11
H -2.07054 -3.73958 -1.23737 0.12
Y -1.32110 -0.89140 -0.74456 1.22
C 2.04695 1.86137 4.49615 -0.04
H 1.37714 1.03086 4.70064 0.01
H 3.04536 1.48131 4.29972 0.02
H 1.69060 2.40868 3.62806 -0.01
Si 0.40818 0.33554 0.60998 0.58
C 1.03432 1.95750 -0.15950 -0.37
C 1.49396 1.98859 -1.47960 -0.13
H 1.50341 1.07259 -2.05764 0.08
C 1.91783 3.16756 -2.07626 -0.08
H 2.27354 3.16017 -3.09938 0.11
C 1.87630 4.35950 -1.36472 -0.08
H 2.19740 5.28353 -1.82856 0.11
C 1.42353 4.35511 -0.05257 -0.08
H 1.39372 5.27895 0.51200 0.11
C 1.01668 3.16687 0.53994 -0.12
H 0.67476 3.17900 1.56813 0.08
C 1.96090 -0.73986 0.84697 -0.35
C 3.24457 -0.27092 0.55740 -0.09
H 3.38238 0.76551 0.27533 0.10
C 4.35540 -1.10222 0.63287 -0.07
H 5.33810 -0.70846 0.40380 0.11
C 4.21145 -2.42872 1.01148 -0.08
H 5.07572 -3.07787 1.07257 0.11
C 2.94478 -2.91708 1.30758 -0.09
H 2.81969 -3.95043 1.60811 0.10
C 1.84090 -2.08319 1.21881 -0.17
H 0.86096 -2.48959 1.43917 0.08
H 0.06706 0.77912 2.01882 -0.04
H 2.07451 2.52455 5.35614 0.02
C -6.03736 0.41124 -1.77527 -0.05
O -5.60391 -0.13344 -0.58597 0.00
C -4.31491 -0.48193 -0.34176 -0.48
O -3.43154 -0.20828 -1.14058 -0.01
N -4.01247 -1.15302 0.79050 0.04
N -2.70646 -1.54586 1.05324 -0.01
H -5.84101 -0.29710 -2.60967 0.11
H -5.51962 1.37390 -1.97118 0.11
H -7.13029 0.59244 -1.71638 0.12
H -4.75766 -1.38066 1.46590 0.19
H -2.39803 -1.09373 1.94368 0.15
H -2.69021 -2.58545 1.15845 0.15
```

Total charge = +1
LUMO level = -3.251 eV
Spin multiplicity = 1
E_HOMO = -10.30 eV

=====

So which one is most stable? That would be one, about 33.8 kcal/mol below the next structure.